Model i:
Entry from the Open Molecules 2025 dataset: C6H11NO as an isolated structure (wB97M-V/def2-TZVPD).

Properties
LUMO energy = 0.70 eV
HOMO = -6.61 eV
gap between HOMO and LUMO = 7.31 eV

```
! wB97M-V def2-TZVPD RIJCOSX def2/J DEFGRID3
* xyz 0 1
C 1.311 0.493 -1.197
C 0.460 -0.767 1.963
C -1.864 0.501 -1.239
C -0.076 0.184 0.917
C 0.445 -0.496 -0.730
C -1.015 -0.531 -0.593
O 2.650 0.280 -1.340
N -0.409 1.397 1.155
H 2.815 -0.656 -1.522
H 1.070 1.546 -1.177
H -0.409 1.601 2.153
H 0.909 -1.475 -0.608
H -1.444 -1.461 -0.237
H 1.550 -0.823 1.887
H 0.213 -0.408 2.965
H 0.051 -1.771 1.833
H -1.603 0.624 -2.299
H -2.925 0.260 -1.138
H -1.728 1.502 -0.796
*
```

Model ii:
Entry from the Open Molecules 2025 dataset: a 2-piece molecular cluster, C6H11NO overall (wB97M-V/def2-TZVPD).

Properties
LUMO energy = 0.76 eV
HOMO = -9.06 eV
gap between HOMO and LUMO = 9.83 eV
structure (SMILES) = C=CN=C.CCC=O

```
! wB97M-V def2-TZVPD RIJCOSX def2/J DEFGRID3
* xyz 0 1
O -1.474 0.006 2.374
C -2.098 0.285 1.398
C -1.553 0.155 0.012
C -2.539 -0.478 -0.925
H -3.148 0.729 1.519
H -0.589 -0.364 0.072
H -1.495 1.188 -0.356
H -2.725 -1.549 -0.763
H -2.192 -0.347 -1.976
H -3.552 -0.048 -0.779
C 2.307 -0.653 -0.246
C 2.098 -0.166 0.980
C 1.581 0.706 -2.019
N 2.539 0.131 -1.403
H 2.411 -1.722 -0.445
H 1.988 0.938 1.158
H 2.185 -0.780 1.812
H 1.782 1.256 -2.927
H 0.577 0.648 -1.683
*
```

Model iii:
Entry from the Open Molecules 2025 dataset: an isolated molecule of C6H11NO (wB97M-V/def2-TZVPD).

Properties
LUMO energy = 0.87 eV
HOMO = -7.68 eV
gap between HOMO and LUMO = 8.55 eV
structure (SMILES) = C/C=C(N)\C(O)=C/C

```
! wB97M-V def2-TZVPD RIJCOSX def2/J DEFGRID3
* xyz 0 1
C -0.614 0.211 2.041
C 0.149 1.916 -0.927
C -0.576 -0.978 -0.239
C 0.739 -0.577 -0.625
N 1.723 -1.545 -0.820
C -1.200 -0.261 0.744
C 1.005 0.765 -0.492
O -1.195 -1.929 -1.024
H -1.994 -2.236 -0.580
H 2.449 -1.282 -1.471
H 1.357 -2.468 -1.005
H -2.291 -0.318 0.771
H 2.055 1.039 -0.392
H -0.995 -0.392 2.871
H 0.471 0.142 2.029
H -0.913 1.241 2.246
H -0.872 1.599 -1.124
H 0.557 2.369 -1.836
H 0.145 2.702 -0.169
*
```

Model iv:
Entry from the Open Molecules 2025 dataset: an isolated molecule of C6H11NO (wB97M-V/def2-TZVPD).

Properties
LUMO energy = 0.79 eV
HOMO = -8.20 eV
gap between HOMO and LUMO = 8.99 eV
structure (SMILES) = C[C@]1(O)[C@H]2CCN[C@@H]21

```
! wB97M-V def2-TZVPD RIJCOSX def2/J DEFGRID3
* xyz 0 1
C 1.477 -0.080 1.949
C 0.423 0.471 0.934
C -0.566 -0.491 0.398
C -1.481 -0.815 -0.786
C -0.504 -1.021 -1.989
C 0.153 0.480 -0.512
H 0.734 0.175 2.976
H 1.557 -1.324 1.878
H 2.488 0.478 1.881
H -0.889 1.728 1.958
H -0.224 -1.444 0.355
H -2.160 0.079 -1.113
H -2.062 -1.663 -0.520
H -0.429 -2.048 -2.243
H -1.118 -0.666 -2.789
H 1.353 -0.774 -1.285
H -0.462 1.222 -0.803
N 0.655 -0.155 -1.658
O -0.048 1.757 1.419
*
```

Calculated relative energies: model i 0.0891; model ii 0.0202; model iii 0.0000; model iv 0.1706, given in hartree

Model i:
Entry from the Open Molecules 2025 dataset: C6H11NO as an isolated structure (wB97M-V/def2-TZVPD).

Properties
LUMO energy (spin up / spin down) = 0.38 / 0.38 eV
HOMO (spin up / spin down) = -7.38 / -7.38 eV
gap between HOMO and LUMO (spin up / spin down) = 7.76 / 7.76 eV

```
! wB97M-V def2-TZVPD RIJCOSX def2/J DEFGRID3
* xyz 0 1
C 0.511 -0.029 -0.410
C -0.999 -0.235 1.492
C -0.083 -0.899 0.724
C 1.009 1.360 -0.047
C -0.221 -0.143 -1.724
N -2.112 0.430 1.080
C 1.651 -1.166 -0.055
O 2.060 -1.965 -0.879
H -0.869 -0.234 2.567
H -0.205 -1.975 0.757
H -2.846 0.671 1.724
H -2.349 0.407 0.101
H 2.279 -0.849 0.798
H 0.177 2.052 0.112
H 1.634 1.730 -0.861
H 1.613 1.357 0.860
H -0.324 0.827 -2.212
H -1.244 -0.523 -1.639
H 0.320 -0.817 -2.389
*
```

Model ii:
Entry from the Open Molecules 2025 dataset: an isolated molecule of C6H11NO (wB97M-V/def2-TZVPD).

Properties
LUMO energy = 1.02 eV
HOMO = -8.30 eV
gap between HOMO and LUMO = 9.32 eV
structure (SMILES) = N/C=C/CCCC=O

```
! wB97M-V def2-TZVPD RIJCOSX def2/J DEFGRID3
* xyz 0 1
O 3.604 -0.450 1.605
C 2.489 -0.322 2.058
C 1.357 0.267 1.248
C 0.665 -0.797 0.362
C -0.882 -0.773 0.445
N -1.796 1.179 -2.730
C -1.070 0.653 -1.646
C -1.619 0.023 -0.613
H 2.280 -0.685 3.077
H 1.824 1.013 0.619
H 0.612 0.668 1.923
H 0.973 -1.814 0.592
H 0.988 -0.606 -0.661
H -1.156 -0.414 1.439
H -1.227 -1.798 0.353
H -1.561 2.127 -3.004
H -2.790 1.022 -2.726
H -0.003 0.808 -1.783
H -2.690 -0.102 -0.559
*
```

Model iii:
Entry from the Open Molecules 2025 dataset: a 2-piece molecular cluster, C6H11NO overall (wB97M-V/def2-TZVPD).

Properties
LUMO energy = -0.49 eV
HOMO = -9.37 eV
gap between HOMO and LUMO = 8.88 eV
structure (SMILES) = C=NC(C)=O.C=CC

```
! wB97M-V def2-TZVPD RIJCOSX def2/J DEFGRID3
* xyz 0 1
C -0.339 2.121 0.725
C 0.452 1.529 -0.412
C 2.399 0.419 -0.915
N 1.526 0.725 -0.003
O 0.078 1.598 -1.572
H -0.019 1.730 1.692
H -1.396 1.880 0.594
H -0.202 3.205 0.716
H 3.395 0.080 -0.614
H 2.185 0.509 -1.987
C -0.780 -1.894 -0.870
C -0.504 -1.364 0.487
C -1.367 -1.309 1.501
H 0.567 -0.676 0.497
H 0.138 -1.793 -1.480
H -1.098 -2.941 -0.834
H -1.550 -1.308 -1.380
H -2.390 -1.670 1.409
H -1.094 -0.843 2.445
*
```

Calculated relative energies: model i 0.1103; model ii 0.0000; model iii 0.0516, given in hartree

Model i:
Entry from the Open Molecules 2025 dataset: a 2-piece molecular cluster, C5H14NO2 overall (wB97M-V/def2-TZVPD).

Properties
LUMO energy = -3.33 eV
HOMO = -13.29 eV
gap between HOMO and LUMO = 9.97 eV

```
! wB97M-V def2-TZVPD RIJCOSX def2/J DEFGRID3
* xyz 1 1
C 1.834 0.848 1.269
O 0.762 0.581 2.167
C 2.254 -0.412 0.498
C 1.581 -0.412 -0.945
C 0.127 -0.401 -0.672
C -0.640 -1.460 -0.925
N -2.109 -1.262 -0.862
H 1.526 1.684 0.633
H 2.734 1.265 1.761
H 1.061 0.373 3.057
H 3.326 -0.396 0.274
H 1.934 -1.354 0.954
H 2.008 0.508 -1.402
H 2.010 -1.281 -1.444
H -0.204 0.570 -0.280
H -0.104 -2.403 -1.027
H -2.424 -1.677 0.028
H -2.566 -1.793 -1.608
H -2.389 -0.283 -0.849
H -3.292 2.230 -1.392
H -3.468 2.082 0.032
O -2.766 1.959 -0.625
*
```

Model ii:
Entry from the Open Molecules 2025 dataset: a 3-piece molecular cluster, C5H14NO2 overall (wB97M-V/def2-TZVPD).

Properties
LUMO energy = -7.76 eV
HOMO = -13.48 eV
gap between HOMO and LUMO = 5.73 eV

```
! wB97M-V def2-TZVPD RIJCOSX def2/J DEFGRID3
* xyz 1 1
C -1.241 -3.044 -1.457
C -0.169 -2.941 -0.370
C 0.828 -1.819 -0.490
C 2.129 -2.120 -0.758
C -1.107 -0.239 -0.082
N 0.334 -0.585 -0.303
H -1.828 -3.958 -1.290
H -1.698 -2.048 -1.552
H -0.701 -3.244 -2.399
H -0.587 -2.527 0.601
H 0.422 -3.856 -0.365
H 2.616 -3.036 -0.552
H 2.651 -1.488 -1.467
H -0.991 0.400 0.802
H -1.401 0.172 -1.104
H 1.021 0.165 -0.287
H -1.636 3.160 1.425
H 0.406 5.636 2.255
O -0.961 3.506 0.791
H -0.537 4.481 1.034
H 1.402 6.895 3.189
O 1.051 6.488 2.378
*
```

Calculated relative energies: model i 0.0000; model ii 0.2224, given in hartree